Record 1
Here is C17H48FN4NbO2PS as an isolated structure at a distorted geometry from the Open Molecules 2025 dataset. Energies are from ωB97M-V/def2-TZVPD.

Element x y z (Å)
C  1.55254  5.66861  2.15551
C  2.50496  4.49282  1.93462
N  1.84539  3.21673  1.68030
Nb  0.92038  2.15706  3.14645
F  2.48059  2.20305  4.24277
S  -0.33122  0.73894  4.81249
C  -0.87498  2.07553  1.76147
C  -2.22977  2.53815  2.24910
O  -2.09704  3.84746  2.80058
C  -3.28515  2.53256  1.14742
N  -4.61538  2.21807  1.69428
P  1.54772  -0.19508  2.05964
O  2.99369  -0.37975  1.73449
H  0.52599  5.36879  1.97028
H  1.58126  6.00784  3.18714
H  1.81160  6.50929  1.51949
H  3.15836  4.72570  1.09281
H  3.15861  4.35626  2.79044
H  1.38176  3.23704  0.78245
H  0.26307  3.53135  4.11141
H  -0.85926  -0.21360  4.05305
H  -0.65808  2.64230  0.84882
H  -0.99506  1.03552  1.44638
H  -2.57650  1.85124  3.02635
H  -2.92583  4.07538  3.20999
H  -2.98610  1.82646  0.37385
H  -3.31798  3.52942  0.71510
H  -5.23109  1.89385  0.96368
H  -4.52207  1.44773  2.34164
H  1.06254  -1.28690  2.83089
H  0.78077  -0.35358  0.85871
C  2.59942  -6.89703  -1.03277
C  3.09500  -5.96162  0.06025
N  2.77689  -4.57393  -0.19342
C  3.47964  -3.64308  0.67997
C  3.18284  -3.69573  2.18021
C  1.37308  -4.28225  -0.41811
C  0.36912  -4.65950  0.68273
H  2.96408  -6.57325  -2.00843
H  2.96204  -7.90920  -0.84603
H  1.51091  -6.94280  -1.07241
H  4.18502  -6.02833  0.11554
H  2.71786  -6.32610  1.03218
H  3.27933  -2.62935  0.32927
H  4.55146  -3.80701  0.52798
H  2.20716  -3.27184  2.40736
H  3.91674  -3.08572  2.70597
H  3.23178  -4.70651  2.59289
H  1.06827  -4.77825  -1.34426
H  1.29937  -3.21189  -0.62086
H  0.55292  -5.66369  1.06957
H  -0.64423  -4.64456  0.27611
H  0.39543  -3.96493  1.52008
C  0.12827  0.99793  -2.01912
C  -0.74669  0.45449  -3.13514
N  -2.16123  0.69187  -2.90424
C  -3.02757  -0.04386  -3.79905
C  -2.98315  0.29187  -5.29791
C  -2.52942  2.07007  -2.63905
C  -2.18111  3.12631  -3.69944
H  -0.19365  0.60863  -1.05357
H  1.16547  0.70130  -2.17526
H  0.10537  2.08734  -1.97122
H  -0.61486  -0.62903  -3.19797
H  -0.39151  0.86318  -4.09753
H  -4.05348  0.07256  -3.43842
H  -2.78452  -1.10384  -3.67709
H  -3.46885  1.24115  -5.52095
H  -3.50480  -0.48307  -5.86332
H  -1.95935  0.33757  -5.67003
H  -2.06390  2.36453  -1.69681
H  -3.60537  2.08568  -2.44697
H  -1.16239  3.00145  -4.06899
H  -2.24898  4.12235  -3.25880
H  -2.85608  3.09986  -4.55455

Force components x, y, z for each atom (eV/Å):
C -0.09 0.01 0.19
C 0.62 -0.29 -0.27
N -1.39 -0.06 0.86
Nb 1.61 0.67 -0.27
F -0.05 0.10 -0.17
S -0.25 0.38 0.28
C 0.11 0.13 -0.02
C 0.10 0.00 0.04
O 0.32 0.02 -0.18
C -0.24 -0.17 0.04
N 0.05 0.20 0.12
P -0.50 0.11 0.03
O 0.96 -0.17 -0.15
H -0.14 -0.01 -0.15
H 0.01 0.02 0.16
H -0.02 0.18 -0.14
H 0.16 -0.01 -0.12
H 0.08 0.02 0.19
H 0.01 0.00 -0.15
H -0.35 -0.34 0.09
H 0.01 -0.32 -0.29
H 0.06 0.01 -0.21
H -0.04 -0.16 -0.09
H 0.08 -0.08 0.24
H -0.50 0.14 0.23
H 0.05 -0.15 -0.13
H 0.06 0.14 -0.21
H -0.15 0.05 -0.13
H 0.00 -0.14 0.10
H -0.31 -0.15 -0.11
H -0.28 -0.24 0.13
C 0.05 -0.04 0.01
C -0.04 -0.07 0.07
N -0.01 -0.01 0.00
C 0.10 0.12 0.01
C 0.04 0.03 0.03
C -0.15 0.04 -0.06
C 0.02 0.03 -0.04
H -0.01 0.02 -0.02
H 0.01 -0.01 -0.01
H -0.02 0.01 0.01
H 0.02 -0.02 0.03
H 0.01 0.02 -0.03
H -0.01 0.03 0.04
H 0.00 -0.07 -0.01
H -0.01 -0.03 0.04
H -0.02 0.07 0.00
H 0.00 -0.04 -0.08
H 0.01 -0.03 0.01
H -0.01 0.03 0.03
H 0.00 -0.02 -0.01
H -0.01 0.01 -0.01
H 0.04 -0.01 0.02
C 0.06 -0.05 0.03
C 0.06 0.05 -0.02
N 0.07 0.03 -0.08
C -0.10 -0.09 -0.04
C -0.04 -0.01 0.04
C -0.04 0.14 0.06
C -0.06 -0.03 0.03
H -0.01 0.03 0.03
H 0.02 -0.02 0.00
H 0.00 0.02 -0.01
H 0.02 -0.02 -0.01
H -0.04 -0.01 0.02
H -0.02 0.02 -0.01
H 0.03 -0.01 -0.02
H 0.03 0.03 0.02
H -0.01 -0.01 0.00
H 0.02 -0.01 0.00
H 0.02 -0.01 -0.02
H -0.03 0.01 -0.02
H 0.02 0.00 0.01
H -0.01 0.01 0.01
H 0.03 -0.04 -0.02

Values from the calculation:
HOMO-LUMO gap: 0.2578 Eh
HOMO: -0.1655 Eh
net charge: -1

Results of the Mulliken charge analysis, in e, for atoms 1 through 2: atom 1 (C): -0.768, atom 2 (C): -0.542

---

Record 2
Here is C23H41Br3IO10PS4 as an isolated structure at a distorted geometry from the Open Molecules 2025 dataset. Energies are from ωB97M-V/def2-TZVPD.

Element x y z (Å)
C  0.28218  -2.85127  3.29227
C  -0.38455  -3.33612  1.98592
C  0.29104  -2.80586  0.70994
S  2.05563  -3.51924  0.71002
C  2.25227  -4.81437  1.92356
O  2.93408  -2.47734  1.17094
O  2.34840  -4.05760  -0.59492
O  0.44837  -1.42626  1.06848
S  0.91078  -0.24129  0.11209
O  0.59630  0.93717  0.85720
O  2.25335  -0.35159  -0.34610
C  -0.17906  -0.43613  -1.30116
C  0.11893  0.60505  -2.40847
C  1.51589  1.10423  -2.79460
C  1.84385  2.47463  -2.18242
I  0.85529  4.02671  -3.27382
O  -1.55803  -0.22872  -1.03982
C  -1.98522  0.73890  -0.07836
C  -3.42904  1.16906  -0.33921
C  -4.35344  0.03821  -0.77350
C  -3.91715  1.93219  0.90907
C  -4.14690  1.03715  2.13609
C  -5.19096  2.71665  0.57483
C  -0.16451  -1.95774  -1.77583
P  1.19873  -2.39839  -2.99481
O  1.27270  -3.97414  -3.12439
O  2.63092  -1.96966  -2.46435
S  0.84320  -1.63479  -4.74510
C  -0.54885  -3.00075  -0.63598
Br  -2.48469  -2.75304  -0.13043
C  -0.68178  -4.43859  -1.19751
Br  -0.10096  -5.92108  -0.17745
C  -1.32402  -4.74592  -2.32812
C  -1.97154  -3.81283  -3.30952
Br  -1.51884  -6.52341  -2.91308
H  -0.12024  -1.88887  3.58791
H  1.36289  -2.77337  3.24410
H  0.03076  -3.56876  4.07221
H  -1.37231  -2.89776  2.03934
H  -0.51514  -4.40724  1.97145
H  1.34365  -5.32809  2.20124
H  2.71390  -4.37426  2.79827
H  2.94056  -5.50954  1.44956
H  -0.39640  0.21108  -3.28034
H  -0.46198  1.48555  -2.13029
H  2.34756  0.45289  -2.56474
H  1.51389  1.25321  -3.87280
H  1.54425  2.56757  -1.14530
H  2.89906  2.69852  -2.29079
H  -1.89184  0.35232  0.93722
H  -1.38196  1.64183  -0.15255
H  -3.41430  1.87550  -1.17367
H  -4.52945  -0.69742  0.00649
H  -5.32207  0.45537  -1.05104
H  -3.97025  -0.47826  -1.64945
H  -3.13005  2.64918  1.15499
H  -4.98313  1.42743  2.71471
H  -3.28638  1.03482  2.80352
H  -4.37174  0.00584  1.87880
H  -6.05386  2.05234  0.62195
H  -5.35312  3.50234  1.30990
H  -5.12324  3.15083  -0.42064
H  -1.02102  -1.90301  -2.44045
H  2.13027  -4.30412  -2.82414
H  3.06319  -1.49820  -3.18989
H  -2.60470  -4.35781  -3.99833
H  -2.57051  -3.03371  -2.84259
H  -1.21427  -3.32845  -3.93080
C  4.36667  4.27554  1.96646
C  4.36076  5.53880  2.83754
C  3.23966  6.44500  2.31610
S  2.00548  5.35097  1.58629
O  1.94066  5.61960  0.17101
O  0.80950  5.36517  2.39002
C  2.91182  3.83294  1.85737
H  4.98696  3.48992  2.39460
H  4.75835  4.51058  0.97442
H  4.16117  5.26446  3.87507
H  5.32076  6.05228  2.81398
H  2.76428  7.02129  3.10522
H  3.58674  7.11162  1.52949
H  2.72098  3.15108  1.03819
H  2.55180  3.39920  2.78897

Force components x, y, z for each atom (eV/Å):
C -0.03 -0.45 -0.07
C 0.02 0.55 0.64
C -0.30 -0.41 0.60
S 1.42 0.62 -0.49
C -0.16 -0.29 0.13
O -0.48 -0.09 0.32
O -0.47 -0.21 -0.07
O -0.30 -0.23 -0.61
S 0.69 1.39 0.04
O -0.15 -0.24 0.12
O -0.28 -0.53 -0.01
C -0.67 -0.17 -0.57
C 0.32 0.10 0.03
C -0.03 0.78 -0.16
C 0.03 -0.35 -0.27
I -0.12 0.11 0.12
O 0.28 -0.23 0.45
C -0.40 0.51 -0.16
C 0.19 -0.44 -0.07
C -0.30 0.19 -0.04
C -0.21 -0.01 -0.31
C 0.16 0.29 0.16
C 0.20 -0.26 0.21
C 0.38 0.28 0.79
P -0.26 0.37 -1.34
O 0.17 -0.10 0.12
O 0.04 -0.19 0.24
S -0.13 -0.03 0.27
C 0.09 -0.28 -0.20
Br -0.01 0.20 0.15
C 0.10 -0.11 -0.13
Br 0.09 0.07 0.35
C -0.26 0.35 -0.13
C 0.16 0.22 -0.27
Br 0.05 -0.28 -0.08
H 0.08 0.13 -0.03
H 0.06 0.13 0.03
H 0.03 0.01 0.11
H -0.13 -0.13 -0.29
H 0.05 -0.14 -0.17
H -0.10 -0.06 -0.10
H 0.04 0.13 -0.01
H -0.01 -0.03 -0.11
H 0.05 -0.07 -0.05
H -0.01 0.02 0.20
H -0.12 -0.31 0.20
H 0.07 -0.25 -0.09
H -0.03 0.07 0.12
H 0.05 0.05 0.10
H 0.12 -0.23 -0.02
H 0.18 -0.02 0.10
H 0.10 0.11 0.01
H 0.04 -0.09 0.05
H -0.08 -0.01 0.01
H 0.12 -0.03 -0.02
H 0.00 0.10 0.01
H -0.06 -0.05 0.08
H 0.10 -0.09 -0.01
H -0.07 -0.07 -0.04
H -0.11 0.00 -0.15
H -0.03 0.12 -0.01
H -0.11 0.15 -0.02
H 0.10 -0.23 -0.11
H -0.06 -0.17 0.33
H 0.10 0.10 0.02
H -0.13 -0.11 0.06
H -0.04 -0.07 0.15
H 0.00 -0.03 -0.08
C 0.00 0.08 -0.01
C -0.04 -0.03 -0.02
C 0.21 0.03 0.16
S 0.01 0.13 0.12
O -0.04 -0.10 0.03
O -0.02 -0.02 -0.11
C 0.23 -0.07 0.09
H 0.01 -0.01 -0.01
H -0.01 -0.02 -0.01
H -0.02 -0.01 0.00
H 0.00 0.00 0.00
H -0.10 0.02 -0.06
H -0.07 -0.04 -0.07
H -0.15 -0.08 -0.14
H -0.06 0.01 0.01

Values from the calculation:
HOMO-LUMO gap: 0.3217 Eh
HOMO: -0.3310 Eh
net charge: 0

Results of the Mulliken charge analysis, in e, for atoms 1 through 2: atom 1 (C): -1.536, atom 2 (C): -0.509